No. 1
DFT (ωB97M-V with the def2-TZVPD basis set) results for one molecule with the formula C21H20O2 at a distorted geometry.

Each line ends with the Mulliken charge.
Geometry (Å):
O 4.381 -2.453 1.068  -0.55
O -2.280 0.048 0.973  -0.49
C 3.702 1.446 -0.524  -0.84
C -2.495 4.291 1.538  0.93
C -0.478 -1.276 0.265  0.85
C -1.881 -1.264 0.664  -0.24
C -1.158 2.296 1.249  0.48
C -0.174 4.216 2.293  -0.72
C -1.294 4.909 1.967  -0.46
C 0.063 -2.467 -0.219  -0.40
C -1.110 0.801 0.873  0.25
C -0.063 0.076 0.386  0.92
C 1.250 0.579 0.099  -0.60
C -0.616 -3.670 0.022  -0.86
C 4.797 -0.891 -0.840  -0.64
C -3.698 4.997 1.294  -1.43
C -1.926 -3.751 0.460  -0.48
C -2.621 -2.449 0.814  -0.68
C 4.021 -2.096 -0.299  0.18
C -0.038 2.989 1.741  -0.30
C 4.797 0.410 0.036  -0.75
C 2.350 0.982 -0.186  0.21
C -2.408 2.960 1.146  -0.65
H -4.550 4.316 1.431  0.39
H 2.943 -1.977 -0.467  -0.29
H 1.000 2.491 1.553  -0.02
H 3.796 2.515 -0.146  0.32
H -3.708 -2.298 1.029  0.35
H 4.040 -3.323 1.319  0.29
H -3.718 5.305 0.275  0.29
H 0.707 4.686 2.667  0.38
H 5.787 -1.369 -0.881  0.35
H -2.462 -4.686 0.607  0.38
H 0.992 -2.478 -0.634  0.48
H -3.278 2.447 0.648  0.31
H 3.831 1.728 -1.606  0.36
H -1.136 5.973 2.231  0.31
H 4.358 -0.789 -1.893  0.26
H -3.878 5.843 1.995  0.37
H 5.874 0.839 -0.036  0.32
H 4.717 0.199 1.085  0.46
H -0.076 -4.487 -0.284  0.49
H 4.395 -2.864 -0.958  0.46

The total energy comes out at -962.55231 a.u. As for the SMILES: Cc1cccc(-c2oc3ccccc3c2C#CCCCCO)c1. As for the energy above the lowest of the compared OMol25 structures with the same formula, charge and spin: 84.3 kcal/mol.

No. 2
DFT (ωB97M-V with the def2-TZVPD basis set) results for C21H21BaBr4F6N3O3S as an isolated structure.

Each line ends with the Mulliken charge.
Geometry (Å):
Ba -0.648 -1.359 -0.257  1.75
Br -3.308 1.075 -4.651  -0.16
Br -3.828 -5.140 -2.658  -0.21
Br -5.112 -1.044 -6.460  -0.25
Br -5.397 -4.193 -5.456  -0.23
S -2.086 0.378 2.154  -0.45
F 3.576 -3.337 -0.529  -0.27
F 0.799 -5.067 2.067  -0.27
F 1.725 -5.202 0.124  -0.24
F 3.801 -1.621 0.755  -0.20
F 2.904 -5.529 1.905  -0.30
F 4.623 -3.521 1.352  -0.31
O -2.379 -2.849 -1.400  -1.05
O 1.211 -2.566 0.832  -0.78
O -2.163 -0.266 -2.181  -0.35
N -0.035 2.837 -0.737  0.53
N 0.542 0.785 -1.769  -1.11
N 0.551 0.465 1.850  0.37
C -4.264 -1.633 -4.866  -0.04
C -0.209 1.162 4.007  -0.65
C 1.912 -4.762 1.372  0.51
C 2.138 1.050 3.561  -0.64
C 2.274 2.013 -0.670  -1.54
C -1.455 2.739 -1.057  -0.69
C -4.380 -2.939 -4.453  0.08
C 3.547 -2.944 0.752  0.50
C 2.341 -2.868 2.939  -1.60
C -2.871 -1.076 -2.894  -0.38
C 0.347 4.013 0.025  -1.20
C 0.077 3.876 1.521  -0.51
C -1.776 3.391 -2.390  -1.09
C 1.800 0.607 2.297  -0.79
C -2.990 -2.477 -2.463  0.68
C 2.188 -3.238 1.455  0.78
C 1.082 1.346 4.430  -0.28
C -3.510 -0.727 -4.091  -0.02
C -0.476 0.693 2.696  -0.15
C -3.741 -3.341 -3.267  -0.01
C 0.835 1.846 -1.097  1.63
H 1.376 -3.012 3.423  0.40
H 2.593 -1.812 3.007  0.29
H 3.101 -3.463 3.448  0.41
H 1.395 4.243 -0.152  0.57
H -1.052 1.353 4.657  0.39
H -0.967 3.623 1.706  0.26
H -1.781 1.700 -1.047  0.40
H 3.174 1.146 3.857  0.40
H -1.264 2.881 -3.204  0.22
H 1.281 1.702 5.436  0.36
H 0.301 4.812 2.039  0.49
H 2.777 2.735 -1.320  0.31
H 2.764 1.050 -0.785  0.27
H -0.427 0.829 -2.113  -0.01
H -1.478 4.445 -2.386  0.32
H -0.219 4.862 -0.376  0.32
H -2.844 3.327 -2.596  0.39
H 2.376 2.352 0.359  0.46
H -2.007 3.230 -0.253  0.36
H 2.577 0.340 1.593  0.48
H 0.682 3.081 1.959  -0.16

The total energy comes out at -12522.03410 a.u. As for the energy above the lowest of the compared OMol25 structures with the same formula, charge and spin: 1.1 kcal/mol. Its net charge is -2.

No. 3
DFT (ωB97M-V with the def2-TZVPD basis set) results for C21H21BrFeN8O3S as an isolated structure at a distorted geometry.

Each line ends with the Mulliken charge.
Geometry (Å):
Br 2.491 3.216 -4.601  -0.20
Fe -0.113 -1.219 3.146  0.93
S 2.686 -1.405 2.488  -0.38
O 0.047 -0.660 4.860  -0.61
O -0.098 0.059 6.959  -0.66
O -0.424 -2.104 1.604  -0.52
N 0.594 0.877 2.456  -0.45
N -1.507 -0.140 -0.170  -0.27
N -2.208 -0.010 3.151  -0.35
N 3.749 0.653 1.057  0.16
N 3.431 1.909 0.621  -0.80
N -0.189 -3.084 -3.778  -0.37
N -0.101 -2.252 -4.739  -0.71
N 1.787 1.032 1.771  0.29
C -1.143 -1.664 -2.001  0.40
C -0.574 -0.103 5.857  0.50
C 1.727 1.476 -4.647  0.09
C -2.020 0.351 5.590  -0.60
C -2.179 0.647 -0.986  -0.20
C 2.238 2.127 1.060  0.94
C -1.893 -0.820 -2.826  -0.28
C -0.141 -3.550 -0.196  -0.58
C 0.411 -0.177 -5.761  -0.17
C 1.956 0.611 -3.585  -0.57
C -2.447 0.330 -2.316  -1.09
C -0.484 -2.858 -2.490  -0.01
C 1.392 -0.647 -3.598  -0.15
C -0.508 -2.297 0.318  0.41
C 1.438 3.354 0.845  -1.21
C 0.967 1.085 -5.738  -0.44
C -0.120 -3.827 -1.544  -0.56
C 2.761 0.073 1.765  0.16
C -1.047 -1.334 -0.620  0.21
C -2.273 0.990 4.226  -0.36
C 0.572 -1.054 -4.676  -0.02
H 1.595 -1.331 -2.785  0.47
H -2.662 -0.529 5.703  0.25
H 2.040 4.074 0.297  0.36
H -2.274 1.054 6.380  0.32
H 0.543 3.129 0.261  0.24
H -2.970 -0.672 3.256  0.32
H -2.531 1.585 -0.564  0.46
H -3.249 1.486 4.261  0.41
H 2.587 0.922 -2.763  0.50
H 0.825 1.766 -6.566  0.42
H -2.060 -1.089 -3.860  0.61
H 0.437 1.677 3.057  0.19
H -0.204 0.737 1.823  0.36
H 0.165 -4.299 0.522  0.43
H -2.300 0.408 2.233  0.06
H -0.178 -0.505 -6.606  0.47
H 0.258 -4.773 -1.909  0.45
H 1.134 3.797 1.794  0.35
H 4.646 0.252 0.852  0.16
H -3.067 0.974 -2.922  0.42
H -1.513 1.752 4.035  0.22

The total energy comes out at -5712.50986 a.u. Its multiplicity is 5. As for the energy above the lowest of the compared OMol25 structures with the same formula, charge and spin: 0.0 kcal/mol.

No. 4
DFT (ωB97M-V with the def2-TZVPD basis set) results for C21H21ClMoN3OSSe2Te2 as an isolated structure.

Each line ends with the Mulliken charge.
Geometry (Å):
Te 3.609 3.978 -2.436  0.28
Te 5.585 2.420 -2.072  0.41
Mo 2.271 0.760 -0.082  0.87
Se 4.686 0.660 -0.692  0.06
Se 1.754 2.762 -1.237  0.11
Cl -2.718 2.076 3.067  -0.01
S 3.220 -2.117 -1.569  0.25
O 2.263 -1.126 -0.789  -0.62
N -8.156 3.004 -1.536  -0.39
N 0.162 0.196 -0.309  1.25
N -2.033 0.342 -0.478  0.26
C 0.804 0.379 2.533  -0.37
C 2.108 -3.478 -1.997  -0.70
C 1.612 1.451 2.056  0.63
C -5.828 1.979 -1.123  0.47
C -4.279 0.162 -1.393  -0.57
C -3.619 2.166 -0.195  0.04
C -3.336 0.901 -0.691  0.80
C 4.069 -3.064 -0.262  -0.44
C 1.025 2.746 1.978  -0.44
C -0.873 1.008 -0.530  -1.17
C -7.120 2.548 -1.352  -0.11
C -0.387 -1.050 -0.108  -1.30
C -5.535 0.705 -1.603  -0.93
C 2.132 -4.452 -0.828  -0.47
C 3.589 -4.513 -0.382  -0.74
C -4.871 2.710 -0.419  -1.17
C -1.738 -0.972 -0.218  -0.52
C -0.301 2.939 2.283  -1.02
C -0.515 0.569 2.850  -0.89
C 3.033 1.228 1.793  -0.93
C -1.074 1.846 2.701  0.58
H -1.128 -0.236 3.228  0.52
H -2.892 2.717 0.387  0.54
H 3.692 2.092 1.818  0.50
H 1.649 3.594 1.724  0.63
H 1.762 -5.427 -1.143  0.44
H -4.040 -0.812 -1.795  0.51
H -6.286 0.151 -2.148  0.49
H 3.742 -2.603 0.674  0.26
H 1.249 -0.603 2.661  0.49
H -0.748 3.922 2.243  0.54
H 1.148 -3.033 -2.261  0.42
H 2.543 -3.913 -2.900  0.50
H 1.489 -4.101 -0.019  0.17
H 3.475 0.354 2.276  0.45
H 0.217 -1.910 0.116  0.61
H 3.715 -5.020 0.574  0.37
H 5.141 -2.922 -0.382  0.47
H -5.119 3.691 -0.039  0.48
H -2.508 -1.713 -0.099  0.55
H 4.192 -5.049 -1.116  0.35
H -0.835 2.059 -0.758  0.50

The total energy comes out at -7316.84200 a.u. Its net charge is +3.